Record 1
Molecular formula: C24H35HoN5
Method: DFT, ωB97M-V/def2-TZVPD

Geometry (Å):
Ho  -0.403  -0.378  0.051
C  3.144  -0.109  3.176
C  2.103  0.088  2.141
N  1.158  -0.748  1.866
C  1.002  -2.002  2.599
C  -0.498  -2.322  2.708
N  -1.111  -2.454  1.359
C  -2.591  -2.597  1.426
C  -3.277  -1.228  1.415
N  -2.906  -0.485  0.179
C  -3.412  0.912  0.197
C  -2.743  1.751  -0.903
N  -1.321  1.799  -0.586
C  -0.674  2.908  -0.477
C  -1.197  4.261  -0.770
C  0.704  2.770  0.092
C  1.689  3.757  0.052
C  2.912  3.499  0.655
C  3.112  2.303  1.332
C  2.073  1.371  1.371
N  0.921  1.600  0.719
H  3.473  -1.145  3.228
H  2.721  0.150  4.152
H  4.011  0.525  3.027
H  1.416  -1.962  3.611
H  1.523  -2.798  2.047
H  -0.991  -1.509  3.254
H  -0.622  -3.245  3.288
H  -0.757  -3.350  1.009
H  -2.900  -3.144  2.325
H  -2.925  -3.175  0.557
H  -2.961  -0.635  2.281
H  -4.361  -1.381  1.487
H  -3.404  -0.955  -0.589
H  -3.159  1.365  1.163
H  -4.500  0.934  0.078
H  -3.218  2.734  -0.932
H  -2.885  1.272  -1.879
H  -1.758  4.615  0.099
H  -1.876  4.275  -1.620
H  -0.408  4.984  -0.943
H  1.534  4.705  -0.438
H  3.700  4.236  0.606
H  4.065  2.121  1.800
C  3.343  -1.029  -0.935
C  1.920  -0.993  -1.396
C  1.432  0.117  -2.103
C  0.190  0.082  -2.762
C  -0.177  1.153  -3.740
C  -0.611  -1.066  -2.623
C  -0.146  -2.203  -1.932
C  -0.880  -3.506  -2.049
C  1.109  -2.141  -1.293
H  3.482  -1.686  -0.082
H  3.730  -0.040  -0.708
H  3.952  -1.432  -1.748
H  2.100  0.948  -2.307
H  0.026  2.153  -3.363
H  -1.214  1.079  -4.056
H  0.438  1.028  -4.636
H  -1.497  -1.164  -3.246
H  -0.670  -4.174  -1.220
H  -0.527  -4.015  -2.949
H  -1.953  -3.373  -2.165
H  1.548  -3.056  -0.901

Output
E_tot, a.u.: -2156.63531
HOMO (spin up / spin down), eV: -18.69 / -18.71
Net charge: +3
Spin multiplicity: 5

Record 2
Molecular formula: C24H35N2O4
Method: DFT, ωB97M-V/def2-TZVPD

Geometry (Å):
C  -8.290  -1.847  1.409
C  -6.883  -1.530  1.051
C  -6.532  -0.663  0.102
C  -5.183  -0.311  -0.311
C  -5.009  0.489  -1.438
C  -3.748  0.841  -1.884
C  -2.633  0.399  -1.201
O  -1.321  0.652  -1.556
C  -1.017  1.776  -2.351
C  0.474  2.097  -2.136
O  1.316  1.072  -2.606
C  0.806  2.260  -0.645
N  0.788  0.939  0.015
C  1.186  0.944  1.433
C  2.723  0.971  1.592
C  3.245  -0.262  0.885
C  3.451  -0.290  -0.491
C  3.850  -1.452  -1.132
C  4.043  -2.623  -0.403
O  4.422  -3.810  -0.918
C  4.690  -3.907  -2.299
C  3.836  -2.595  0.981
C  3.444  -1.435  1.609
N  3.304  2.216  1.085
C  2.904  3.365  1.887
C  4.761  2.153  1.075
C  -2.783  -0.390  -0.048
O  -1.599  -0.737  0.575
C  -1.661  -1.712  1.596
C  -4.045  -0.741  0.381
H  -8.482  -2.910  1.264
H  -8.991  -1.276  0.805
H  -8.468  -1.627  2.461
H  -6.136  -2.068  1.619
H  -7.315  -0.163  -0.453
H  -5.874  0.835  -1.983
H  -3.641  1.447  -2.770
H  -1.626  2.640  -2.058
H  -1.203  1.562  -3.412
H  0.690  3.046  -2.649
H  1.152  0.908  -3.541
H  1.813  2.669  -0.528
H  0.079  2.921  -0.171
H  -0.154  0.509  -0.125
H  1.468  0.346  -0.505
H  0.821  0.024  1.891
H  0.710  1.786  1.935
H  2.928  0.864  2.674
H  3.369  0.615  -1.077
H  4.013  -1.427  -2.197
H  3.799  -3.691  -2.896
H  5.503  -3.238  -2.596
H  4.994  -4.938  -2.466
H  4.000  -3.502  1.539
H  3.298  -1.435  2.679
H  1.832  3.536  1.829
H  3.185  3.252  2.943
H  3.404  4.248  1.494
H  5.142  3.065  0.619
H  5.176  2.067  2.087
H  5.101  1.305  0.489
H  -2.192  -2.605  1.259
H  -2.141  -1.317  2.495
H  -0.629  -1.979  1.822
H  -4.165  -1.339  1.268

Output
E_tot, a.u.: -1345.72818
SMILES: C/C=C/c1ccc(OC[C@H](O)C[NH2+]C[C@@H](c2ccc(OC)cc2)N(C)C)c(OC)c1
Relative energy (zero: lowest compared OMol25 entry of this formula, charge and spin), kcal per mole: 3.9
HOMO, eV: -10.33
Net charge: +1